The following is a DFT calculation (ωB97M-V/def2-TZVPD) of 2 unconnected molecules or ions with the total composition C25H27N2O4S4.

Properties
calculated total energy = -2972.04244 a.u.
net charge = -1
energy relative to the best compared isomer or geometry (same formula, charge and spin) = 0.0 kcal/mol

CARTESIAN COORDINATES (ANGSTROEM)
C  -2.23  0.15  3.48
N  -1.36  -1.01  3.47
C  -2.09  -2.27  3.50
C  0.02  -0.93  3.44
S  0.73  0.60  3.51
S  0.92  -2.35  3.33
H  -1.65  1.08  3.44
H  -2.90  0.11  2.61
H  -2.85  0.15  4.37
H  -1.42  -3.13  3.45
H  -2.69  -2.33  4.42
H  -2.78  -2.30  2.65
C  -3.02  4.39  -2.66
N  -2.22  3.39  -3.35
C  -2.88  2.79  -4.51
C  -1.04  2.91  -2.83
C  -0.77  1.52  -2.80
C  0.43  1.05  -2.28
C  1.45  1.97  -1.91
C  2.77  1.55  -1.50
C  3.53  0.61  -2.12
S  5.13  0.14  -1.47
C  4.83  -0.42  0.20
C  4.92  0.43  1.31
C  4.56  -0.05  2.57
C  4.15  -1.38  2.71
C  4.10  -2.24  1.60
C  4.44  -1.75  0.34
O  5.50  -1.07  -2.19
O  6.02  1.28  -1.45
S  2.98  -0.16  -3.65
C  4.42  -0.60  -4.64
C  4.63  -1.93  -5.00
C  5.78  -2.26  -5.72
C  6.67  -1.25  -6.11
C  6.41  0.09  -5.80
C  5.25  0.42  -5.10
O  2.32  -1.40  -3.31
O  2.30  0.85  -4.44
C  1.16  3.35  -1.92
C  -0.07  3.83  -2.34
H  -2.50  4.77  -1.77
H  -3.24  5.23  -3.34
H  -3.98  3.96  -2.34
H  -2.17  2.16  -5.07
H  -3.74  2.17  -4.19
H  -3.25  3.58  -5.17
H  -1.54  0.82  -3.16
H  0.58  -0.01  -2.11
H  3.25  2.10  -0.69
H  5.26  1.45  1.17
H  4.59  0.60  3.44
H  3.83  -1.75  3.68
H  3.78  -3.27  1.71
H  4.39  -2.38  -0.53
H  3.91  -2.68  -4.70
H  5.97  -3.31  -5.96
H  7.56  -1.52  -6.66
H  7.10  0.88  -6.11
H  4.99  1.46  -4.89
H  1.94  4.05  -1.63
H  -0.28  4.90  -2.34